{
  "formula": "C24H44Cl3FeN6O7P",
  "method": "the ωB97M-V functional and the def2-TZVPD basis",
  "de_lowest_ev": 0.402,
  "charge": 0,
  "multiplicity": 5,
  "e_lumo_ev": [0.517, 0.513],
  "energy_ha": -4781.8395,
  "homo_lumo_gap_ev": [8.79, 8.82],
  "s_squared": 6.008,
  "species": ["Fe", "O", "C", "O", "C", "O", "C", "C", "O", "O", "H", "H", "H", "H", "H", "C", "N", "C", "C", "N", "C", "C", "N", "C", "C", "N", "C", "N", "C", "C", "C", "N", "C", "H", "H", "H", "H", "H", "H", "H", "H", "H", "H", "H", "H", "H", "H", "H", "H", "H", "H", "H", "H", "H", "H", "H", "H", "Cl", "C", "Cl", "Cl", "C", "O", "O", "C", "C", "P", "C", "C", "C", "C", "H", "H", "H", "H", "H", "H", "H", "H", "H", "H", "H", "H", "H", "H", "H"],
  "xyz": [[0.2718, 0.3920, 0.8417], [3.1394, 1.7436, 3.9840], [2.0566, 1.3941, 3.3047], [2.0658, 0.5426, 2.4468], [0.8386, 2.1538, 3.7619], [-0.2171, 1.9823, 2.8644], [-1.4628, 1.6400, 3.4590], [-1.7001, 0.1213, 3.3076], [-2.2426, -0.4891, 4.2210], [-1.3023, -0.3385, 2.1872], [3.9119, 1.2844, 3.6271], [0.5895, 1.7756, 4.7595], [1.1027, 3.2124, 3.8474], [-1.5172, 1.9417, 4.5046], [-2.2336, 2.1635, 2.8888], [0.7570, -2.1479, 3.4883], [0.5003, -3.1915, 2.5320], [-0.0246, -4.4596, 2.9867], [-0.0005, -5.2896, 1.7071], [0.0735, -4.2863, 0.6522], [-0.6640, -4.5352, -0.5696], [0.3948, -3.0467, 1.1793], [0.6714, -1.9624, 0.5264], [0.8718, -2.0426, -0.9094], [1.9036, -1.0095, -1.3352], [1.2785, 0.2986, -1.3866], [1.7279, 1.2002, -2.2023], [2.8265, 1.1425, -3.0320], [4.0190, 0.3306, -2.8928], [2.9518, 2.3450, -3.8446], [1.7316, 3.1804, -3.4664], [1.0684, 2.3650, -2.4736], [-0.0902, 2.9037, -1.8153], [1.4796, -2.5058, 4.2269], [-0.1601, -1.8455, 3.9993], [1.1743, -1.3025, 2.9619], [-1.0347, -4.3425, 3.3978], [0.6154, -4.8768, 3.7653], [-0.8936, -5.9037, 1.5918], [0.8746, -5.9460, 1.6705], [-1.5640, -5.1132, -0.3465], [-0.0647, -5.1010, -1.2886], [-0.9741, -3.6044, -1.0303], [-0.0574, -1.8252, -1.4514], [1.2473, -3.0271, -1.2079], [2.2858, -1.3144, -2.3138], [2.7162, -1.0329, -0.5984], [4.1388, -0.0416, -1.8813], [4.8877, 0.9500, -3.1198], [4.0157, -0.5122, -3.5896], [2.9666, 2.0847, -4.9063], [3.8832, 2.8648, -3.6061], [1.0654, 3.3500, -4.3182], [2.0048, 4.1520, -3.0462], [-0.8828, 3.0856, -2.5491], [0.1498, 3.8470, -1.3172], [-0.4293, 2.2026, -1.0649], [4.0806, 1.9135, 0.0647], [3.3695, 3.5255, 0.1907], [4.1628, 4.3963, 1.5221], [3.6692, 4.4035, -1.3187], [1.7705, 3.5106, 0.4785], [1.2797, 4.6259, 0.4898], [1.2644, 2.3796, 0.6268], [-4.4759, 1.9688, -1.2690], [-3.1921, 1.9437, -0.4422], [-2.1640, 0.3945, -0.5109], [-2.0205, 0.1528, -2.3650], [-2.8019, -0.9912, -3.0052], [-3.4705, -0.7973, 0.0436], [-2.9516, -2.2048, 0.3376], [-4.9247, 2.9617, -1.2184], [-5.2090, 1.2537, -0.8975], [-4.2862, 1.7460, -2.3198], [-3.4305, 2.0888, 0.6149], [-2.5474, 2.7746, -0.7365], [-0.9532, 0.0171, -2.5539], [-2.3024, 1.0962, -2.8358], [-2.5155, -1.9556, -2.5843], [-2.5978, -1.0274, -4.0767], [-3.8780, -0.8714, -2.8767], [-4.2755, -0.8352, -0.6900], [-3.8646, -0.3586, 0.9633], [-2.6806, -2.7212, -0.5849], [-3.7185, -2.7972, 0.8393], [-2.0783, -2.1489, 0.9864]]
}

***

{
  "formula": "C2H4N2O2",
  "method": "the ωB97M-V functional and the def2-TZVPD basis",
  "de_lowest_ev": 2.630,
  "charge": 0,
  "smiles": "NC(=O)/C=N/O",
  "e_lumo_ev": 0.678,
  "energy_ha": -338.5566,
  "homo_lumo_gap_ev": 10.86,
  "species": ["C", "C", "H", "H", "H", "H", "N", "N", "O", "O"],
  "xyz": [[0.9503, 0.2629, 0.3112], [-0.4726, -0.1281, 0.0123], [2.3838, 1.5279, -0.4697], [0.9428, 1.4628, -1.4072], [-1.0263, 0.3440, -0.7929], [-2.5613, -2.0501, 0.8055], [1.4435, 1.1668, -0.5921], [-0.9884, -1.0791, 0.6701], [1.5884, -0.1711, 1.2487], [-2.2602, -1.3361, 0.2140]]
}

***

{
  "formula": "C19H13InN6SbSe4",
  "method": "the ωB97M-V functional and the def2-TZVPD basis",
  "de_lowest_ev": 0.500,
  "charge": 1,
  "e_lumo_ev": [-5.951, -5.942],
  "energy_ha": -11096.3197,
  "homo_lumo_gap_ev": [4.84, 4.85],
  "species": ["In", "C", "C", "C", "C", "N", "C", "N", "C", "N", "C", "N", "C", "C", "C", "C", "C", "N", "C", "C", "C", "C", "C", "C", "H", "H", "H", "H", "H", "H", "H", "H", "H", "H", "H", "H", "Se", "Sb", "Se", "Se", "Se", "N", "C", "H"],
  "xyz": [[0.5182, -0.4146, 0.1027], [0.1177, -0.7275, -4.3409], [0.5274, 0.5097, -4.8405], [0.8967, 1.4961, -3.9598], [0.8406, 1.2587, -2.5727], [0.4756, 0.0451, -2.1114], [0.1245, -0.9062, -2.9767], [1.2195, 2.2844, -1.7877], [0.9981, 2.4721, -0.5352], [0.2640, 1.6892, 0.3121], [0.3727, 2.2021, 1.5755], [-0.1079, 1.7175, 2.6645], [-0.7860, 0.5692, 2.8481], [-1.5227, 0.4768, 4.0452], [-2.2436, -0.6577, 4.3215], [-2.2220, -1.7119, 3.4077], [-1.4551, -1.5703, 2.2752], [-0.7495, -0.4749, 1.9954], [1.1410, 3.4459, 1.5325], [1.5163, 4.3445, 2.5129], [2.3136, 5.4156, 2.1247], [2.7006, 5.5877, 0.8011], [2.3086, 4.6941, -0.1893], [1.5335, 3.6180, 0.1989], [-0.1863, -1.5316, -4.9929], [0.5572, 0.6830, -5.9037], [1.2416, 2.4632, -4.2868], [-0.1796, -1.8541, -2.5386], [-1.4860, 1.3172, 4.7188], [-2.8153, -0.7387, 5.2314], [-2.7741, -2.6227, 3.5758], [-1.4063, -2.3666, 1.5364], [1.2017, 4.2172, 3.5367], [2.6326, 6.1260, 2.8728], [3.3174, 6.4316, 0.5297], [2.5950, 4.8330, -1.2197], [4.5655, -3.3667, -1.3640], [3.2301, -2.6930, 0.5877], [3.5403, -3.5400, 2.8732], [0.7587, -3.0332, -0.0861], [3.0731, -0.1013, 0.6863], [-2.9586, -0.3813, -0.9195], [-1.9096, -0.7778, -0.6613], [-3.8743, -0.0467, -1.1444]]
}

***

{
  "formula": "C25H41BF5N2O5",
  "method": "the ωB97M-V functional and the def2-TZVPD basis",
  "charge": 1,
  "e_lumo_ev": -3.074,
  "energy_ha": -1986.8612,
  "homo_lumo_gap_ev": 7.89,
  "species": ["C", "C", "N", "C", "C", "B", "O", "C", "C", "N", "C", "C", "C", "O", "C", "C", "O", "C", "C", "C", "C", "C", "F", "F", "C", "F", "F", "F", "H", "H", "H", "H", "H", "H", "H", "H", "H", "H", "H", "H", "H", "H", "H", "H", "H", "H", "H", "H", "H", "H", "H", "H", "H", "C", "C", "C", "O", "C", "H", "H", "H", "H", "H", "H", "H", "H", "C", "C", "C", "O", "C", "H", "H", "H", "H", "H", "H", "H", "H"],
  "xyz": [[-3.5256, -2.1894, -0.8374], [-3.4634, -2.2703, -2.1799], [-2.4267, -1.4765, -2.8327], [-1.0862, -1.8322, -2.5899], [-0.4011, -0.8438, -3.3544], [1.1982, -0.8245, -3.4214], [1.9151, 0.3089, -3.7993], [2.0185, -2.1429, -3.0497], [2.9260, -1.8497, -1.7555], [-1.3416, 0.0075, -3.9704], [-0.9105, 1.1485, -4.7998], [-0.5448, 2.3507, -3.8211], [-1.8115, 2.6755, -2.9320], [-1.7596, 3.9733, -2.3394], [-0.8630, 4.0656, -1.2802], [-0.4022, 2.8752, -0.3854], [-0.4494, 5.1496, -1.0108], [-2.6067, -0.4222, -3.6535], [-3.9246, 0.2247, -4.1549], [-4.7806, 0.8439, -2.9752], [-6.0443, -0.0438, -2.7172], [-6.9543, 0.5238, -1.5723], [-6.2286, 1.2388, -0.6508], [-7.8682, 1.3821, -2.1340], [-7.6965, -0.6483, -0.8096], [-6.8133, -1.1434, 0.1127], [-8.7278, -0.1049, -0.1264], [-8.1341, -1.6216, -1.6284], [-4.0822, -2.9158, -0.2114], [-2.9594, -1.3892, -0.3192], [-4.2039, -2.8787, -2.7326], [-0.7087, -2.6675, -1.9781], [2.7636, 0.3708, -3.3299], [1.3801, -3.0202, -2.7845], [2.7139, -2.4764, -3.8631], [3.8269, -1.2841, -2.0897], [2.3206, -1.2746, -1.0188], [3.2270, -2.7993, -1.2603], [-1.7322, 1.4930, -5.4784], [-0.0483, 0.9143, -5.4653], [0.3390, 2.0786, -3.2018], [-0.3596, 3.2219, -4.4982], [-2.6762, 2.6946, -3.6498], [-2.0391, 1.8501, -2.2132], [-1.0728, 2.8767, 0.5131], [0.6122, 3.1313, 0.0083], [-0.3527, 1.8877, -0.8938], [-4.5344, -0.5343, -4.7103], [-3.7120, 1.0314, -4.8999], [-4.1834, 1.0600, -2.0574], [-5.1601, 1.8402, -3.3268], [-5.7988, -1.1095, -2.4926], [-6.6423, -0.0598, -3.6640], [5.4973, -0.6412, 2.3452], [4.2800, -0.7811, 3.2398], [3.1533, -0.8664, 2.2260], [3.6979, -1.4846, 1.0503], [5.1279, -1.5299, 1.1705], [6.4306, -0.9361, 2.8239], [5.5963, 0.3963, 2.0131], [4.3426, -1.7136, 3.8080], [4.1570, 0.0396, 3.9460], [2.7941, 0.1308, 1.9461], [2.3059, -1.4523, 2.5884], [5.4167, -2.5702, 1.3538], [5.5850, -1.2019, 0.2348], [3.7017, 0.6810, 8.5036], [4.2499, -0.7339, 8.4844], [4.5089, -0.9495, 7.0039], [4.8307, 0.3325, 6.4482], [4.5194, 1.3485, 7.4125], [3.7971, 1.1764, 9.4696], [2.6434, 0.6730, 8.2266], [5.1917, -0.7745, 9.0385], [3.5724, -1.4740, 8.9101], [3.6134, -1.3227, 6.4939], [5.3298, -1.6447, 6.8182], [5.4636, 1.7382, 7.8067], [3.9832, 2.1644, 6.9247]]
}